C68H61AsAuN5OSi as an isolated structure at a distorted geometry, computed with wB97M-V/def2-TZVPD.

Results
Gap between HOMO and LUMO (spin up / spin down) = 0.175 / 0.175 hartree
LUMO (spin up / spin down) = -0.904 / -0.904 eV
E = -5637.8443 hartree
Relative energy (zero: lowest compared OMol25 entry of this formula, charge and spin) = 0.0 kcal/mol

Each line ends with the Löwdin charge.
Geometry (Å):
Au: 0.2812 -2.0421 0.6766  1.036
C: -2.9101 11.1567 3.5354  -0.078
O: -3.8371 10.0989 3.3767  -0.074
C: -3.3522 8.8733 3.0713  -0.281
C: -2.0039 8.5839 2.8788  -0.006
C: -1.6170 7.2894 2.5833  -0.012
C: -2.5509 6.2616 2.4699  -0.157
C: -3.9008 6.5691 2.6492  -0.025
C: -4.2960 7.8559 2.9444  0.002
C: -2.0689 4.9193 2.1524  -0.255
N: -0.7980 4.6140 2.0101  0.191
C: -0.7677 3.2831 1.7059  -0.168
C: -2.0457 2.7652 1.6576  -0.127
N: -2.8678 3.8269 1.9452  0.188
C: -2.3345 1.4202 1.2890  -0.085
C: -3.6183 0.9251 1.0463  0.015
C: -3.7590 -0.3617 0.5805  -0.024
C: -2.6261 -1.1420 0.4123  -0.149
N: -1.3963 -0.7085 0.6675  -0.005
C: -1.2176 0.5794 1.0678  -0.153
C: 0.1306 1.0973 1.1749  -0.190
N: 1.1556 0.2477 0.9779  0.047
C: 2.3885 0.6844 1.0704  -0.146
C: 2.7150 2.0208 1.3136  -0.023
C: 1.6907 2.9153 1.5073  0.018
C: 0.3713 2.4561 1.4637  -0.073
H: -3.4966 12.0326 3.7973  0.093
H: -2.3632 11.3489 2.6088  0.096
H: -2.1981 10.9451 4.3374  0.096
H: -1.2505 9.3552 2.9449  0.105
H: -0.5756 7.0466 2.4277  0.113
H: -4.6612 5.8024 2.5576  0.106
H: -5.3398 8.1073 3.0765  0.122
H: -3.8682 3.8052 2.0290  0.148
H: -4.4879 1.5566 1.1766  0.119
H: -4.7301 -0.7649 0.3330  0.122
H: -2.6964 -2.1509 0.0246  0.100
H: 3.1590 -0.0677 0.9538  0.095
H: 3.7506 2.3269 1.3564  0.113
H: 1.8722 3.9650 1.6961  0.121
C: 3.4885 -0.3255 5.1815  -0.082
C: 3.5834 -1.7094 5.1816  -0.079
C: 2.5989 -2.4752 4.5723  -0.100
C: 1.4986 -1.8796 3.9528  -0.289
C: 1.3897 -0.4879 4.0258  -0.113
C: 2.3744 0.2837 4.6202  -0.082
Si: 0.1821 -2.8332 2.9888  0.728
C: 0.4745 -4.6907 2.9243  -0.278
C: 1.7470 -5.2557 2.8089  -0.112
C: 1.9135 -6.6285 2.7160  -0.074
C: 0.8081 -7.4671 2.7345  -0.087
C: -0.4633 -6.9246 2.8491  -0.085
C: -0.6255 -5.5507 2.9348  -0.099
C: -1.3921 -2.5384 4.0034  -0.272
C: -1.2902 -2.6024 5.3955  -0.087
C: -2.3818 -2.3469 6.2085  -0.079
C: -3.6061 -2.0035 5.6497  -0.086
C: -3.7305 -1.9465 4.2706  -0.081
C: -2.6366 -2.2261 3.4629  -0.103
H: 4.2712 0.2748 5.6274  0.102
H: 4.4286 -2.1941 5.6535  0.103
H: 2.6883 -3.5534 4.5945  0.091
H: 0.5152 -0.0012 3.6091  0.095
H: 2.2769 1.3623 4.6384  0.104
H: 2.6209 -4.6207 2.7751  0.077
H: 2.9095 -7.0438 2.6282  0.104
H: 0.9397 -8.5384 2.6541  0.101
H: -1.3259 -7.5778 2.8883  0.102
H: -1.6250 -5.1371 3.0176  0.097
H: -0.3390 -2.8556 5.8511  0.107
H: -2.2795 -2.4055 7.2846  0.104
H: -4.4557 -1.7867 6.2842  0.102
H: -4.6786 -1.6793 3.8192  0.101
H: -2.7596 -2.2000 2.3939  0.061
C: -2.2649 4.0344 -6.2386  -0.056
C: -1.4904 3.1098 -5.3380  -0.275
C: -2.0136 2.6683 -4.1315  -0.022
C: -1.3065 1.8012 -3.3076  -0.306
C: -1.8711 1.4718 -1.9567  -0.075
C: -0.0576 1.3011 -3.7093  -0.275
As: 0.8029 -0.0438 -2.4618  1.277
N: -0.1173 -1.5496 -2.2260  -0.235
C: -1.3497 -2.0232 -2.4976  -0.456
C: -2.2397 -1.4813 -3.4646  -0.075
C: -3.4153 -2.1254 -3.8069  -0.106
C: -3.7918 -3.3143 -3.1923  -0.138
C: -2.9648 -3.8467 -2.2080  -0.126
C: -1.7832 -3.2211 -1.8607  -0.118
C: 2.2582 -0.9426 -3.4863  -0.298
C: 3.5708 -0.8691 -3.0087  -0.298
C: 3.9949 0.0384 -1.8806  -0.081
C: 4.5716 -1.6326 -3.6095  -0.033
C: 4.3066 -2.4662 -4.6799  -0.280
C: 5.3977 -3.2525 -5.3569  -0.054
C: 3.0028 -2.5140 -5.1598  -0.023
C: 1.9804 -1.7695 -4.5870  -0.277
C: 0.6160 -1.8532 -5.2140  -0.051
C: 0.5264 1.8308 -4.8690  -0.275
C: 1.9466 1.5443 -5.2919  -0.048
C: -0.2060 2.7075 -5.6673  -0.026
H: -3.2157 4.3143 -5.7866  0.070
H: -2.4671 3.5559 -7.1985  0.079
H: -1.6964 4.9445 -6.4369  0.078
H: -2.9917 3.0158 -3.8137  0.109
H: -2.8311 1.9674 -1.8044  0.085
H: -1.1731 1.8179 -1.1906  0.066
H: -2.0180 0.3990 -1.8216  0.045
H: -1.9582 -0.5751 -3.9833  0.085
H: -4.0489 -1.6955 -4.5746  0.097
H: -4.7084 -3.8159 -3.4744  0.084
H: -3.2463 -4.7691 -1.7117  0.096
H: -1.1416 -3.6381 -1.0898  0.064
H: 3.2521 0.8061 -1.6771  0.023
H: 4.9396 0.5251 -2.1288  0.081
H: 4.1469 -0.5523 -0.9742  0.061
H: 5.5860 -1.5600 -3.2282  0.115
H: 6.3367 -3.1743 -4.8098  0.070
H: 5.5574 -2.8736 -6.3685  0.079
H: 5.1277 -4.3067 -5.4375  0.076
H: 2.7805 -3.1382 -6.0205  0.117
H: 0.6988 -2.1231 -6.2678  0.081
H: 0.0869 -0.9038 -5.1429  0.053
H: 0.0057 -2.6101 -4.7199  0.080
H: 2.5612 1.2242 -4.4569  0.053
H: 2.3848 2.4489 -5.7162  0.080
H: 1.9873 0.7660 -6.0575  0.089
H: 0.2549 3.0981 -6.5701  0.119
C: 4.3440 -4.1080 -0.8002  -0.094
C: 4.3310 -3.3893 0.3854  -0.098
C: 3.1332 -2.8984 0.8902  -0.172
C: 1.9281 -3.1180 0.2260  -0.317
C: 1.9514 -3.8670 -0.9471  -0.113
C: 3.1475 -4.3476 -1.4616  -0.081
H: 5.2757 -4.4768 -1.2103  0.101
H: 5.2526 -3.1965 0.9222  0.101
H: 3.1492 -2.3159 1.8067  0.076
H: 1.0396 -4.0662 -1.4936  0.080
H: 3.1355 -4.8987 -2.3933  0.106

Atoms 1-3, force components in eV/Å:
-0.365 -0.155 -1.018
0.064 0.042 0.001
-0.064 -0.011 -0.004